No. 1
Below is one molecule with the formula C20H23N3O3, with properties calculated with ωB97M-V/def2-TZVPD.

SMILES string ... COC(=O)Nc1ccccc1C(=O)N1CCN(c2ccc(C)cc2)CC1
Molar mass ... 353.4 Da
ΔE to the lowest compared entry with this formula, charge and spin ... 17.1 kcal/mol
Lowest unoccupied orbital energy ... 0.0270 hartree
DFT total energy ... -1165.96089 hartree

XYZ file:
```
49
Properties=species:S:1:pos:R:3:forces:R:3:nbo_charge:R:1
C -2.374756 2.254364 1.758145 -0.41 0.00 -0.07 -0.27
H -3.251987 1.670210 2.041411 0.07 0.14 -0.05 0.22
H -2.358188 2.392075 0.674897 0.00 0.00 0.08 0.19
H -2.383348 3.222015 2.257591 0.02 -0.04 -0.04 0.19
O -1.193373 1.573275 2.156011 0.33 -0.17 0.15 -0.53
C -1.330030 0.277327 2.532880 0.04 0.31 -0.18 0.90
O -2.370549 -0.324485 2.557080 -0.21 -0.21 0.03 -0.63
N -0.099708 -0.210184 2.844325 0.43 0.30 0.06 -0.63
C 0.236260 -1.545937 3.105715 0.03 -0.31 -0.06 0.17
C -0.636169 -2.423138 3.735325 -0.04 0.04 0.01 -0.23
C -0.235438 -3.724313 3.984526 0.05 0.01 -0.02 -0.19
C 1.029247 -4.155731 3.621231 0.05 -0.10 -0.02 -0.23
C 1.896934 -3.288280 2.978195 -0.04 0.13 0.01 -0.18
C 1.501411 -1.989590 2.703151 -0.15 0.11 0.29 -0.15
C 2.392392 -1.000553 2.008655 0.01 -0.30 -0.09 0.66
O 3.098432 -0.222699 2.627572 0.00 0.19 0.28 -0.62
N 2.318062 -0.997859 0.658503 0.15 0.00 -0.16 -0.43
C 1.397614 -1.775899 -0.134755 -0.53 -0.13 -0.15 -0.22
H 0.968325 -2.580438 0.462482 0.06 0.06 -0.10 0.23
C 0.287975 -0.868921 -0.675730 0.04 -0.32 0.07 -0.22
N 0.868944 0.236071 -1.414562 0.24 -0.09 0.03 -0.45
C 0.023930 0.917240 -2.302115 -0.12 0.19 -0.17 0.15
C -0.605879 0.202260 -3.323896 -0.06 -0.01 0.03 -0.18
C -1.408243 0.840837 -4.244561 0.01 0.03 0.11 -0.21
C -1.610738 2.216375 -4.193761 0.03 0.13 0.04 -0.04
C -0.980061 2.926723 -3.184930 -0.13 -0.05 -0.20 -0.20
C -0.178759 2.294348 -2.250168 0.12 -0.17 0.22 -0.26
H 0.276921 2.887293 -1.472273 0.07 0.02 0.09 0.21
H -1.119687 3.996701 -3.117345 -0.02 0.10 -0.01 0.21
C -2.489065 2.893672 -5.201691 -0.02 -0.05 0.01 -0.62
H -2.456190 3.973764 -5.082870 -0.03 0.07 -0.04 0.21
H -2.172500 2.643754 -6.213376 -0.03 0.05 -0.09 0.22
H -3.521794 2.564694 -5.086039 -0.08 0.04 -0.05 0.22
H -1.881594 0.264094 -5.026615 -0.04 -0.07 -0.09 0.21
H -0.448909 -0.862946 -3.405631 0.06 -0.10 -0.01 0.20
C 1.776176 1.011876 -0.594777 0.26 -0.14 -0.04 -0.23
H 2.213398 1.803594 -1.204762 -0.03 0.01 0.06 0.22
C 2.896452 0.096230 -0.090273 0.13 0.49 0.08 -0.23
H 3.571862 0.641768 0.570309 -0.06 -0.07 -0.13 0.25
H 3.454712 -0.307615 -0.939697 -0.03 0.04 0.03 0.20
H 1.266687 1.465546 0.272786 0.03 0.05 -0.04 0.18
H -0.367671 -1.443918 -1.328303 0.02 0.01 0.05 0.22
H -0.315513 -0.499915 0.170797 0.01 -0.04 -0.08 0.18
H 1.952770 -2.207035 -0.975122 -0.07 -0.02 0.05 0.20
H 2.881304 -3.616468 2.679109 0.10 -0.04 -0.03 0.22
H 1.339705 -5.167518 3.832478 0.02 -0.09 0.02 0.22
H -0.915494 -4.402747 4.476807 -0.06 -0.05 0.04 0.22
H -1.618492 -2.082236 4.016611 -0.07 0.03 0.03 0.25
H 0.674622 0.432316 2.736660 -0.15 0.02 0.05 0.43
```
Positions in Å, forces in eV/Å.

=====

No. 2
Below is one molecule with the formula C20H23N3O3S, with properties calculated with ωB97M-V/def2-TZVPD.

SMILES string ... COc1ccc(C(=O)NC(=S)N2CCN(c3ccccc3OC)CC2)cc1
Molar mass ... 385.5 Da
ΔE to the lowest compared entry with this formula, charge and spin ... 56.5 kcal/mol
Lowest unoccupied orbital energy ... 0.0158 hartree
DFT total energy ... -1564.09216 hartree

XYZ file:
```
50
Properties=species:S:1:pos:R:3:forces:R:3:nbo_charge:R:1
C -0.969110 -2.502861 -8.020835 -0.14 0.11 -0.21 -0.25
H -2.050875 -2.541315 -7.859794 0.05 0.01 0.01 0.18
O -0.263608 -3.012578 -6.913304 0.16 -0.09 0.31 -0.48
C -0.407379 -2.410280 -5.709702 0.02 0.07 0.23 0.33
C 0.316698 -2.974386 -4.653994 -0.06 0.01 -0.20 -0.26
C 0.236963 -2.437174 -3.392188 -0.10 0.11 0.02 -0.13
C -0.578117 -1.331976 -3.136048 0.07 -0.11 -0.33 -0.22
C -1.285871 -0.764061 -4.190398 0.15 -0.11 0.31 -0.10
C -1.201731 -1.291814 -5.465411 -0.03 -0.13 -0.42 -0.33
H -1.757112 -0.822115 -6.261754 -0.03 0.01 -0.09 0.22
H -1.890523 0.118469 -4.037856 -0.05 0.07 0.01 0.21
C -0.609506 -0.808788 -1.750938 -0.01 0.17 0.15 0.68
O 0.275874 -1.013065 -0.948240 -0.01 -0.10 0.00 -0.60
N -1.740760 -0.066994 -1.453453 0.20 0.22 -0.38 -0.67
C -2.151992 0.327266 -0.177037 -0.29 0.11 0.32 0.31
N -1.318895 1.011627 0.604852 -0.03 -0.29 -0.39 -0.39
C -0.078003 1.631944 0.197402 0.63 -0.04 -0.23 -0.22
H 0.139747 1.416241 -0.845782 -0.07 0.03 0.09 0.23
C 1.058591 1.138416 1.097128 -0.02 0.01 -0.32 -0.22
N 0.728147 1.429541 2.474688 -0.07 -0.09 -0.03 -0.46
C 1.750829 1.732618 3.372369 0.15 0.06 0.27 0.11
C 2.574526 2.818294 3.081169 0.02 -0.13 0.12 -0.21
C 3.592759 3.210916 3.928851 0.12 0.02 0.02 -0.23
C 3.796536 2.527408 5.110822 0.03 0.04 0.00 -0.22
C 2.991926 1.444718 5.427639 -0.03 -0.12 0.13 -0.30
C 1.983445 1.026107 4.572073 -0.05 -0.04 -0.11 0.33
O 1.195687 -0.071325 4.814891 0.13 0.34 -0.36 -0.52
C 1.395464 -0.799705 5.999093 0.04 -0.13 0.19 -0.25
H 0.664668 -1.606916 5.970001 0.07 0.03 0.06 0.20
H 1.218363 -0.185406 6.888341 0.03 -0.02 -0.04 0.18
H 2.402337 -1.227531 6.046804 -0.04 0.03 0.01 0.18
H 3.177640 0.912929 6.347404 -0.03 -0.08 0.07 0.22
H 4.580188 2.824625 5.790766 0.06 0.03 0.06 0.21
H 4.213378 4.055463 3.670446 0.05 0.08 -0.02 0.21
H 2.397093 3.369260 2.169696 -0.09 0.06 -0.07 0.21
C -0.482201 0.756944 2.876413 -0.42 0.21 -0.09 -0.21
H -0.706849 0.992418 3.914879 -0.03 -0.04 -0.08 0.22
C -1.627620 1.267387 1.993574 -0.11 -0.17 0.67 -0.23
H -2.561701 0.765814 2.248122 0.16 0.12 -0.06 0.25
H -1.746939 2.346811 2.137862 -0.02 -0.05 -0.01 0.20
H -0.404173 -0.334470 2.766606 -0.04 0.06 0.07 0.19
H 1.989162 1.632578 0.821186 -0.04 0.00 0.00 0.21
H 1.174790 0.056570 0.937780 0.04 0.14 0.00 0.21
H -0.192691 2.716360 0.323446 0.03 -0.08 -0.02 0.20
S -3.711383 -0.043988 0.235929 -0.57 -0.19 0.01 -0.24
H -2.539135 -0.248165 -2.050658 0.12 -0.01 0.23 0.43
H 0.797211 -2.862782 -2.573890 0.06 -0.04 0.06 0.24
H 0.934522 -3.833746 -4.859626 0.07 -0.11 -0.01 0.23
H -0.707026 -3.147853 -8.857751 -0.05 0.08 0.04 0.20
H -0.669548 -1.475267 -8.249226 -0.02 -0.04 0.02 0.18
```
Positions in Å, forces in eV/Å.

=====

Frontier orbital gap, respectively: 8.71, 8.00 eV.